A 9-piece molecular cluster, C47H93ClF3N6O15P2S overall at a distorted geometry. Source: the Open Molecules 2025 dataset; level of theory: ωB97M-V/def2-TZVPD.

Geometry (Å):
C1 -3.7155 -3.2684 1.7591
C2 -4.4456 6.7672 -6.7760
H1 -2.7649 7.7879 -9.4681
H2 -3.0160 6.8808 1.8311
O1 -2.1017 -7.9224 3.4174
H3 -3.4738 -5.2115 -4.0480
H4 0.5904 -8.6191 3.9989
H5 8.8817 -7.6415 2.8398
H6 1.0160 0.3363 -3.8507
H7 8.6594 -5.2532 0.9638
H8 0.0415 -10.2698 4.3145
H9 -2.1988 -2.7105 0.2863
H10 -4.5214 7.5993 -9.4049
H11 -0.7113 -7.9110 -5.2347
H12 -1.9725 -9.9334 3.0124
H13 1.8871 8.9430 1.4733
H14 8.4330 -5.1148 3.9955
C3 -3.3405 2.4742 -4.6452
F1 -0.1980 4.1375 -0.6983
H15 -4.1052 8.8493 -7.3528
H16 -2.6394 7.9126 -7.0355
H17 1.8754 5.8990 1.3710
H18 -4.5957 5.2306 -1.3215
H19 2.3660 6.6045 8.0162
O2 4.0390 -3.7299 2.0658
C4 -1.6939 -7.4586 -5.3774
C5 -2.8212 0.1945 -4.9658
H20 7.9525 -3.8636 2.8424
H21 -5.5218 6.9505 -6.8572
O3 0.2477 -3.0851 -0.4560
H22 -2.8133 -6.4458 1.6972
H23 -3.7887 -2.4757 2.5046
O4 6.9737 -6.9910 2.4436
H24 3.8678 2.4277 -0.8937
H25 2.0307 3.6639 0.0917
N1 -0.6940 1.6903 3.3492
H26 3.7774 3.0734 8.3782
H27 -1.5484 -3.1556 1.8773
C6 2.5585 -0.5942 0.4699
S1 0.3356 -3.8231 -3.2166
H28 1.2259 5.4075 6.2889
H29 -4.4107 -6.9733 -5.3687
O5 -2.8244 1.2856 -4.0452
N2 0.7669 -0.9839 -2.1724
C7 -3.2273 -5.5284 1.2794
H30 2.6059 2.7983 -1.8150
O6 2.2377 3.8756 7.2472
C8 8.0227 -4.9402 2.9976
C9 6.6861 -5.6489 2.8528
H31 -4.9556 -4.9363 2.4820
C10 -2.8241 -8.3436 -4.8786
H32 -3.4101 6.1675 -2.2548
H33 4.3663 -2.7306 0.2511
H34 -0.8390 -8.9126 2.1054
C11 -3.9118 -4.6670 2.3266
C12 -0.3363 3.1372 0.2252
C13 -1.0462 -8.6941 5.3949
H35 2.7457 4.8845 5.5322
O7 -4.6491 7.2588 -1.0097
H36 -4.4594 -3.0755 0.9815
H37 1.8807 -2.4684 1.4716
C14 8.3517 -7.0823 2.0618
H38 3.5023 6.8731 6.6887
H39 3.1019 -0.8315 -0.4622
H40 -0.6362 1.6124 4.3678
H41 1.0244 7.0129 0.2885
H42 -1.7313 -9.4545 5.7783
N3 0.5633 1.2762 -1.3439
C15 3.0299 6.1079 7.3038
C16 -3.4618 5.8650 -8.6918
H43 -0.3345 -0.8053 3.9347
H44 -4.3079 2.3006 -5.1567
H45 2.7703 -1.3199 2.4746
H46 -3.3900 -4.7566 3.2837
C17 0.3780 0.6530 0.8441
H47 -1.8982 4.0217 -5.1141
H48 -2.8010 -6.3469 -2.8605
H49 -1.9974 6.4893 -0.3482
C18 -0.2708 2.3137 -3.1137
H50 -1.7146 -1.6419 -5.0965
C19 1.3313 6.8485 1.3220
H51 -1.8158 -7.2182 -6.4387
C20 -2.3315 -3.3747 1.1405
N4 0.2857 2.8748 -3.9058
H52 4.8950 -1.9263 1.8022
H53 -0.7583 -0.2041 -5.7320
H54 -5.3285 7.9423 0.8222
H55 -3.5436 3.2000 -3.8382
C21 4.1072 -2.5180 1.3049
H56 -1.5736 1.2371 3.0718
C22 -2.9037 5.9113 -0.1410
O8 2.6377 -2.9953 -1.7097
H57 -2.5002 -8.9036 -3.9972
C23 -3.6593 6.5457 1.0174
C24 -1.3061 -9.0676 3.0795
H58 0.2307 7.6643 4.3244
H59 -3.1675 -9.0567 -5.6271
H60 -1.5727 2.4884 -6.0004
H61 1.2646 6.2411 4.0880
H62 -0.4020 -8.3729 6.2128
H63 4.4183 5.6737 8.9532
H64 -3.0625 0.5843 -5.9687
H65 -3.7651 8.5861 0.2834
C25 2.0631 2.5612 0.0953
C26 0.1796 6.8301 2.3061
F2 -1.6644 2.8292 0.3341
H66 4.1000 -5.1501 0.5644
H67 0.7905 -1.3675 -4.2854
H68 -2.6109 4.8798 0.0247
H69 8.4354 -7.6307 1.1226
O9 -0.6060 1.6521 -2.0192
H70 -3.6198 -0.4998 -4.6383
H71 -4.1910 6.6540 -5.7207
C27 2.2507 5.0902 6.4889
N5 2.8979 2.1651 -1.0669
C28 0.5890 1.9348 -0.0022
C29 -4.3890 7.6869 0.3308
H72 2.4492 -4.4159 0.8552
C30 8.8701 -5.6571 1.9581
H73 -0.3588 5.8839 2.3346
C31 3.3951 -4.7514 1.3285
Cl1 -1.3190 -0.0859 0.7603
C32 4.0165 5.2213 8.0474
H74 2.6146 4.0854 9.2568
H75 3.1454 -5.6034 1.9821
P1 0.6378 0.7808 2.7360
C33 0.4631 -0.5879 -3.5734
H76 4.8542 4.9674 7.3922
N6 1.1371 -0.3421 0.1021
H77 -3.8963 5.2953 -9.5145
H78 6.0718 -5.1843 2.0768
H79 3.2582 7.8314 1.6515
C34 -3.6476 7.8662 -7.4564
C35 0.8113 -0.0730 -1.2379
H80 0.2059 -4.0608 -0.4003
H81 -4.3811 5.8320 1.4240
H82 2.5510 2.2874 1.0468
H83 -0.5333 7.6217 2.0584
C36 -1.8318 -7.5507 4.7755
H84 -2.9059 3.6329 -6.5100
C37 2.1983 7.9712 1.8698
C38 -3.8969 6.0738 -1.2818
H85 3.0721 0.2667 0.9208
H86 -2.7718 -7.3565 5.2944
C39 3.1785 3.9837 8.3239
H87 -4.6030 -7.6897 -3.7636
H88 -2.4142 5.5651 -8.5747
H89 6.1157 -5.6644 3.7832
C40 -3.0144 -6.1937 -3.9242
C41 -2.3614 3.1736 -5.6470
O10 -1.7705 -6.2347 -4.6348
O11 1.9975 7.9852 3.2890
F3 0.0099 3.6662 1.3909
C42 -0.2890 -9.2388 4.1953
O12 -2.1698 -4.7320 0.7183
H90 -3.9158 -5.7927 0.4695
C43 -3.8727 -7.3173 -4.4813
H91 -1.2430 -6.6262 4.7620
H92 9.9423 -5.5811 2.1361
O13 0.4060 -0.7725 3.3082
O14 -4.1513 5.5487 -7.4741
C44 2.7437 -1.7892 1.4735
O15 -0.9243 -0.4580 -3.6274
H93 2.7614 -3.7768 -1.1380
P2 1.0389 -2.6885 -1.8191
C45 -3.5861 7.3660 -8.8897
C46 0.8796 7.1500 3.6140
C47 -1.4530 -0.5739 -4.9593

Summary:
E   -5143.99869 hartree
HOMO energy   -10.86 eV
Orbital gap   7.11 eV
Total charge   +1